# 1
{"formula": "C7H6BNO2S", "method": "ωB97M-V with the def2-TZVPD basis set", "elements": ["B", "C", "C", "C", "C", "C", "C", "C", "N", "O", "O", "S", "H", "H", "H", "H", "H", "H"], "xyz": [[0.614971, 1.410873, -0.959431], [-0.408473, -1.535706, -0.443769], [0.444880, -1.265063, 1.910637], [-1.303788, -1.132987, -1.327239], [0.913791, -0.337540, 2.751951], [-2.088565, 1.230745, -1.166753], [0.104418, -0.700556, 0.604548], [0.459135, 0.634822, 0.453787], [-1.688954, 0.148551, -1.389440], [1.204272, 0.752593, -1.899036], [0.171572, 2.667944, -1.103060], [1.219994, 1.158090, 1.904422], [-0.089305, -2.580659, -0.453771], [0.388378, -2.243826, 2.452624], [-1.818282, -1.809971, -1.929990], [1.119296, -0.303031, 3.833281], [1.216371, 1.137771, -2.843112], [-0.459711, 2.767949, -0.395649]], "atomic_forces_ev_per_a": [[-0.87, 0.36, 2.97], [0.17, -0.82, 0.21], [-0.46, -0.60, 0.87], [0.72, -0.93, 0.25], [1.09, 2.46, 0.28], [-0.22, -0.75, -0.45], [1.34, -0.30, 0.87], [0.65, -0.97, 0.11], [-1.53, 2.30, 0.39], [1.82, -1.13, -4.84], [0.15, 0.84, -0.20], [-0.67, 0.14, 0.35], [-0.37, 0.25, 0.08], [-0.67, 0.41, -1.66], [-0.54, -0.87, -1.23], [0.00, -0.58, -0.80], [-0.10, -0.64, 2.45], [-0.50, 0.81, 0.34]], "lowdin_charge": [-0.901, -0.027, -0.141, -0.146, -0.401, 0.156, -0.278, -0.351, -0.015, 0.219, 0.156, 1.032, 0.131, 0.129, 0.105, 0.077, 0.184, 0.072], "charge": 0, "energy_ev": -24453.178, "e_lumo_ev": 0.32, "relative_energy_kcal_mol": 0.0, "gap_ha": 0.3255, "spin_multiplicity": 1}


# 2
{"formula": "C7H6BrNO3S", "method": "ωB97M-V with the def2-TZVPD basis set", "elements": ["C", "C", "C", "C", "C", "C", "C", "N", "O", "O", "O", "S", "Br", "H", "H", "H", "H", "H", "H"], "xyz": [[-2.966400, -0.841816, -0.430000], [-1.974559, -1.764018, -0.204970], [-2.653067, 0.527477, -0.299106], [-0.628899, -1.425169, 0.209626], [-1.371259, 0.866312, 0.081953], [-0.367087, -0.079333, 0.322865], [0.987632, 0.425971, 0.284404], [1.513478, 1.606809, 0.331640], [1.873211, -0.464144, 0.134240], [3.473431, 1.025255, -1.332665], [3.994311, 1.420005, 1.064028], [3.323935, 0.650728, 0.045233], [4.216845, -1.249717, 0.244209], [-3.896264, -0.937166, -0.859382], [-2.125290, -2.925027, -0.209989], [-3.461568, 1.211718, -0.419825], [0.107200, -2.353517, 0.182500], [-1.107360, 1.872157, 0.193321], [1.061712, 2.433468, 0.661924]], "atomic_forces_ev_per_a": [[2.31, 1.84, 0.21], [1.34, -3.14, 1.25], [0.84, -1.36, 0.86], [-1.28, -2.49, -1.43], [-0.89, -0.70, 0.13], [-0.48, 0.52, -0.78], [-1.32, 1.83, 1.03], [-0.26, -1.35, -0.04], [1.30, -0.09, -0.28], [-0.39, -0.36, 0.49], [-0.86, -0.70, 0.04], [0.80, 1.88, -0.97], [2.45, -2.08, 0.22], [-2.05, -1.47, -0.53], [-0.19, 2.43, -0.44], [-0.06, 0.73, -0.23], [-1.30, 2.63, 0.50], [0.29, 1.44, 0.02], [-0.25, 0.42, -0.04]], "lowdin_charge": [-0.070, -0.067, -0.046, 0.004, -0.016, -0.159, -0.485, 0.131, -0.244, -0.332, -0.353, 0.330, 0.612, 0.081, 0.137, 0.102, 0.169, 0.094, 0.110], "charge": 0, "energy_ev": -95863.181, "e_lumo_ev": -0.45, "relative_energy_kcal_mol": 49.7, "gap_ha": 0.3594, "spin_multiplicity": 1}


# 3
{"formula": "C7H6BrO3S", "method": "ωB97M-V with the def2-TZVPD basis set", "elements": ["C", "C", "C", "C", "C", "C", "C", "O", "O", "O", "S", "Br", "H", "H", "H", "H", "H", "H"], "xyz": [[2.097873, -0.034342, -1.276403], [1.022888, -0.827450, -1.506682], [2.469982, -0.050353, 0.084375], [1.679108, -0.837188, 0.860234], [0.319428, 2.086944, 0.915492], [-1.929482, 0.081914, 0.406076], [-0.562784, 1.300633, 1.865012], [1.148902, 2.821311, 1.479025], [0.140860, 1.913902, -0.310667], [-1.537969, 0.487303, 1.578708], [0.441782, -1.572175, -0.072897], [3.985001, 0.837064, 0.741933], [2.600027, 0.551401, -2.023795], [0.507466, -0.996269, -2.430717], [-2.794734, -0.562837, 0.414736], [1.742970, -1.007581, 1.915395], [-1.553769, 0.522641, -0.496909], [-0.447409, 1.459535, 2.931995]], "atomic_forces_ev_per_a": [[-0.01, -0.11, -0.03], [-0.09, -0.36, 0.19], [0.04, -0.32, 0.14], [-0.14, -0.06, -0.18], [-0.50, -0.35, 0.20], [-0.93, -0.22, -0.88], [1.14, 0.94, 0.39], [0.22, 0.18, 0.39], [-0.33, -0.08, -0.41], [-0.27, -0.21, 0.14], [0.60, 0.19, -0.15], [0.11, 0.15, 0.06], [0.03, 0.12, -0.11], [-0.09, 0.05, -0.22], [-0.02, -0.04, 0.27], [0.05, 0.00, 0.21], [0.27, 0.22, 0.07], [-0.09, -0.10, -0.08]], "lowdin_charge": [-0.233, -0.413, -0.836, -0.446, -0.751, -0.137, -0.078, -0.080, -0.066, -0.098, 0.990, 0.721, 0.103, 0.059, 0.048, 0.069, 0.046, 0.101], "charge": -1, "energy_ev": -94374.504, "e_lumo_ev": [3.02, 3.01], "relative_energy_kcal_mol": 65.3, "gap_ha": [0.2306, 0.2273], "spin_multiplicity": 1}


# 4
{"formula": "C7H6IrN4S2Te4", "method": "ωB97M-V with the def2-TZVPD basis set", "elements": ["Ir", "Te", "Te", "Te", "Te", "S", "C", "C", "N", "C", "S", "C", "N", "C", "N", "C", "C", "N", "H", "H", "H", "H", "H", "H"], "xyz": [[0.478908, -1.121147, -1.148209], [-1.806740, -2.316945, -1.363160], [-2.094539, -3.337840, 1.098469], [0.138658, -4.898131, 0.986720], [1.741210, -3.275764, -0.352962], [1.529793, -1.443375, -3.098001], [1.152916, -0.040171, -4.032972], [1.666108, 0.004009, -5.367243], [2.098446, 0.030038, -6.432038], [0.406675, 0.970388, -3.513405], [-0.176472, 0.924271, -1.894558], [0.075134, 2.133199, -4.280343], [-0.190879, 3.081399, -4.873029], [-1.371508, 1.797998, 2.942280], [-0.336123, 0.774120, 2.832257], [0.335069, 0.325328, 4.048258], [-0.205739, 0.092087, 1.724156], [-0.080320, -0.523354, 0.758449], [-0.942790, 2.694543, 3.389118], [-2.196556, 1.443506, 3.563006], [-1.746812, 2.042169, 1.952117], [0.813015, 1.177823, 4.530199], [1.094246, -0.409262, 3.793333], [-0.381701, -0.124889, 4.737558]], "atomic_forces_ev_per_a": [[-0.23, 0.00, 0.09], [0.05, 0.08, -0.08], [0.10, -0.03, -0.07], [-0.10, 0.01, 0.06], [0.10, 0.04, 0.03], [-0.03, -0.05, -0.06], [-0.04, -0.01, 0.03], [0.01, 0.04, 0.00], [-0.01, -0.02, 0.00], [-0.03, 0.01, -0.04], [0.08, -0.14, 0.12], [0.03, 0.00, -0.01], [-0.02, 0.00, 0.01], [-0.01, -0.01, 0.00], [-0.01, 0.03, 0.02], [-0.01, -0.01, -0.01], [-0.03, -0.13, 0.02], [0.17, 0.19, -0.11], [0.00, 0.00, 0.00], [0.00, 0.00, 0.00], [0.00, 0.00, 0.00], [0.00, 0.00, 0.00], [0.00, 0.00, 0.00], [0.00, 0.00, 0.00]], "lowdin_charge": [0.011, 0.214, 0.011, 0.068, 0.267, 0.489, -0.717, -0.269, 0.174, -0.731, 0.577, -0.270, 0.174, -0.017, -0.184, -0.020, -0.241, -0.110, 0.094, 0.095, 0.099, 0.094, 0.098, 0.095], "s_squared": 0.76, "charge": 0, "energy_ev": -66999.792, "e_lumo_ev": [-1.51, -2.64], "relative_energy_kcal_mol": 0.0, "gap_ha": [0.2366, 0.1935], "spin_multiplicity": 2}


# 5
{"formula": "C7H6N2O", "method": "ωB97M-V with the def2-TZVPD basis set", "elements": ["C", "C", "C", "C", "C", "C", "C", "N", "N", "O", "H", "H", "H", "H", "H", "H"], "xyz": [[0.954577, -1.169533, -1.534868], [-0.209855, -1.961510, -1.348236], [1.178853, -0.005547, -0.755557], [-1.183502, -1.515902, -0.512789], [0.283764, 0.481669, 0.158907], [-1.113197, -0.203471, 0.221238], [0.584681, 1.768056, 0.967994], [1.486694, 2.449232, 0.484957], [-0.207545, 1.858260, 2.041064], [-2.043637, 0.220744, 0.904134], [1.775718, -1.483170, -2.192176], [-0.143696, -3.090964, -1.641629], [2.176614, 0.452368, -0.848337], [-2.224034, -2.050175, -0.392216], [-0.201526, 2.804840, 2.550676], [-1.113908, 1.445101, 1.896838]], "atomic_forces_ev_per_a": [[0.17, 0.10, 0.50], [1.23, -2.08, 0.16], [0.63, -0.24, -0.21], [-2.90, 0.33, 0.59], [-1.64, -0.29, -0.37], [2.11, -0.40, -0.46], [-1.22, -3.08, -1.47], [1.63, 1.75, -0.30], [-0.14, 3.12, 2.72], [0.03, -0.24, -0.37], [-0.55, -0.03, 0.26], [-0.61, 2.41, -0.03], [-0.70, -0.01, 0.08], [2.37, 0.89, -0.09], [-0.04, -2.14, -1.17], [-0.38, -0.09, 0.18]], "lowdin_charge": [-0.046, -0.108, -0.056, -0.005, -0.032, -0.312, -0.554, 0.214, 0.124, 0.046, 0.111, 0.145, 0.117, 0.152, 0.151, 0.051], "charge": 0, "energy_ev": -12380.338, "e_lumo_ev": [-2.31, -0.38], "relative_energy_kcal_mol": 69.6, "gap_ha": [0.2649, 0.3092], "spin_multiplicity": 1}


# 6
{"formula": "C7H6N2O2S2", "method": "ωB97M-V with the def2-TZVPD basis set", "elements": ["C", "N", "C", "O", "C", "C", "S", "S", "C", "C", "N", "C", "O", "H", "H", "H", "H", "H", "H"], "xyz": [[-1.768562, -0.144600, 1.803910], [-1.187952, -0.864461, 0.636959], [-1.733143, -2.075667, 0.204571], [-2.554207, -2.691633, 0.872901], [-0.182568, -0.283459, -0.156547], [0.765693, 0.619150, 0.237840], [1.104997, 1.443967, 1.769348], [2.592356, 2.670134, 0.833305], [2.648653, 1.844389, -0.721061], [1.647999, 0.905154, -0.862281], [1.332223, 0.102270, -1.930512], [0.191898, -0.570236, -1.557651], [-0.554669, -0.998103, -2.424791], [-2.769172, -0.510973, 2.098890], [-1.915932, 0.869586, 1.543802], [-1.116986, -0.261994, 2.674180], [-1.260745, -2.602606, -0.640083], [3.325102, 2.057328, -1.529335], [1.435015, 0.491754, -2.853444]], "atomic_forces_ev_per_a": [[0.02, -1.32, -0.09], [-0.65, -0.47, -1.31], [-0.21, -1.26, 2.00], [0.34, 1.00, -0.75], [1.57, 0.44, 1.42], [-0.80, -0.15, 0.82], [0.65, 0.09, -1.59], [0.17, 0.00, 0.09], [-2.57, -1.81, 0.50], [2.70, 2.09, 0.74], [0.79, 0.33, 1.17], [-3.07, 0.26, -2.52], [0.14, -1.00, 0.54], [0.68, -0.37, -0.55], [0.19, 1.18, -0.23], [-0.03, 0.17, -0.10], [0.03, 0.89, -0.16], [0.36, 0.42, 0.23], [-0.30, -0.49, -0.21]], "lowdin_charge": [-0.023, -0.046, -0.258, 0.020, -0.137, -0.483, 0.668, 0.582, -0.384, -0.399, 0.152, -0.406, 0.071, 0.101, 0.072, 0.083, 0.141, 0.077, 0.170], "smiles": "CN(C=O)c1c2sscc-2[nH]c1=O", "charge": 0, "energy_ev": -36101.155, "e_lumo_ev": -0.43, "relative_energy_kcal_mol": 0.0, "gap_ha": 0.2692, "spin_multiplicity": 1}


# 7
{"formula": "C7H6N2OSTl", "method": "ωB97M-V with the def2-TZVPD basis set", "elements": ["Tl", "S", "C", "N", "C", "O", "C", "C", "C", "N", "C", "C", "H", "H", "H", "H", "H", "H"], "xyz": [[-1.169694, -1.267122, 4.261202], [-0.926020, -5.536695, 4.986890], [-0.966523, -4.076450, 4.649895], [0.494178, 2.219335, -3.029712], [0.789539, 1.075008, -2.504492], [1.494931, 0.220718, -3.137234], [0.352552, 0.625949, -1.142393], [-0.479783, 1.429120, -0.383045], [-0.841718, 0.955327, 0.870145], [-0.435272, -0.215197, 1.365069], [0.365564, -0.972249, 0.609755], [0.791346, -0.598564, -0.655293], [0.815925, 2.468591, -3.959239], [-0.060820, 2.893396, -2.523817], [-0.865199, 2.388417, -0.698922], [-1.490094, 1.557804, 1.493463], [0.688373, -1.919802, 1.022253], [1.442714, -1.247587, -1.224523]], "atomic_forces_ev_per_a": [[-0.03, 0.00, 0.05], [0.00, -0.07, 0.03], [0.00, 0.09, -0.05], [0.04, 0.21, -0.28], [-0.05, -0.38, 0.46], [0.05, 0.04, -0.17], [0.13, 0.08, -0.33], [-0.08, -0.08, 0.21], [-0.04, -0.03, 0.12], [0.11, -0.04, -0.18], [-0.08, 0.11, 0.04], [-0.02, 0.04, 0.03], [-0.02, 0.03, 0.01], [0.01, 0.04, 0.00], [0.01, -0.01, -0.03], [-0.01, -0.02, 0.04], [-0.01, 0.00, 0.02], [0.00, -0.01, 0.02]], "lowdin_charge": [0.871, 0.838, -0.730, 0.303, -0.297, 0.362, -0.113, 0.033, -0.088, 0.020, -0.087, 0.040, 0.179, 0.150, 0.128, 0.129, 0.126, 0.138], "s_squared": 0.75, "charge": 2, "energy_ev": -27893.332, "e_lumo_ev": [-7.80, -11.16], "gap_ha": [0.3315, 0.2080], "spin_multiplicity": 2}